C34H60BiCl2P2 | wB97M-V/def2-TZVPD

Atoms and positions in Å:
P 0.10 -0.31 -2.01
C 1.66 0.29 -2.92
C 1.95 -0.18 -4.35
C 3.34 0.27 -4.83
C 3.60 1.76 -4.62
C 3.24 2.24 -3.21
C 1.82 1.81 -2.81
C -1.29 0.59 -2.90
C -1.19 0.68 -4.42
C -2.50 1.19 -5.02
C -2.94 2.52 -4.41
C -2.89 2.53 -2.87
C -1.56 1.99 -2.32
C -0.06 -2.01 -2.76
C 1.12 -2.91 -2.38
C 1.03 -4.26 -3.12
C -0.30 -4.98 -2.88
C -1.51 -4.05 -3.12
C -1.39 -2.69 -2.40
H 2.42 -0.17 -2.25
H 1.20 0.24 -5.05
H 1.87 -1.27 -4.45
H 3.46 0.02 -5.89
H 4.09 -0.31 -4.28
H 4.66 1.98 -4.82
H 3.01 2.33 -5.35
H 3.95 1.80 -2.48
H 3.33 3.33 -3.14
H 1.62 2.13 -1.78
H 1.09 2.32 -3.47
H -2.16 -0.05 -2.65
H -3.28 0.43 -4.85
H -0.93 -0.30 -4.87
H -0.39 1.38 -4.70
H -2.39 1.29 -6.11
H -3.95 2.77 -4.74
H -2.28 3.31 -4.79
H -3.06 3.54 -2.50
H -3.69 1.89 -2.49
H -1.60 1.95 -1.22
H -0.74 2.67 -2.60
H -0.05 -1.85 -3.85
H 2.08 -2.43 -2.62
H 1.11 -3.07 -1.29
H 1.15 -4.08 -4.20
H 1.86 -4.90 -2.81
H -0.33 -5.36 -1.85
H -0.38 -5.85 -3.54
H -2.43 -4.55 -2.80
H -1.59 -3.86 -4.20
H -2.25 -2.06 -2.67
H -1.43 -2.84 -1.31
Bi -0.08 -0.13 1.06
Cl -2.62 0.15 0.63
Cl 2.34 0.60 0.36
C -0.18 1.74 2.21
H -0.31 1.59 3.29
C -0.32 3.09 1.78
C -1.06 4.00 2.62
C -1.23 5.33 2.27
C -0.70 5.82 1.06
C 0.01 4.96 0.21
C 0.21 3.62 0.55
H -1.47 3.61 3.56
H -1.78 5.99 2.94
H 0.43 5.35 -0.73
H 0.82 2.96 -0.08
H -0.84 6.86 0.79
C 1.43 -3.16 3.20
C 0.34 -2.76 4.21
C 0.74 -3.23 5.61
P -0.13 -0.96 3.97
C -1.90 -0.92 4.59
C -2.17 -1.71 5.87
C -2.45 0.50 4.67
C 0.94 0.03 5.15
C 0.59 -0.09 6.63
C 2.43 -0.22 4.89
H 2.38 -2.64 3.38
H 1.11 -2.96 2.17
H 1.60 -4.24 3.30
H -0.58 -3.29 3.93
H 1.68 -2.79 5.95
H -0.03 -3.06 6.38
H 0.89 -4.32 5.56
H -2.44 -1.45 3.77
H -1.61 -1.31 6.73
H -3.24 -1.62 6.10
H -1.94 -2.77 5.76
H -2.42 1.00 3.69
H -3.50 0.45 4.98
H -1.90 1.10 5.41
H 0.76 1.08 4.88
H 0.66 -1.12 7.01
H 1.29 0.53 7.21
H -0.43 0.29 6.84
H 2.70 -0.06 3.84
H 3.01 0.50 5.49
H 2.75 -1.23 5.19

Results
LUMO level = 2.54 eV
orbital gap = 4.8 eV
charge = -1
energy above the lowest of the compared OMol25 structures with the same formula, charge and spin = 0.0 kcal/mol